[1]
ORCA calculation (the ωB97M-V functional and the def2-TZVPD basis) on a gas-phase ion, C6H11O (charge -1) in a non-equilibrium geometry.

Last column: natural (NBO) charge in e.
Element x y z (Å)
O: 0.0078 -3.0110 0.4811  -0.96
C: 1.1767 -0.9151 0.5169  -0.44
C: 0.3222 -1.9482 -0.2860  -0.01
C: -0.7436 1.5981 -1.3256  -0.49
C: 1.0923 0.5336 0.0027  -0.45
C: -0.3706 0.9811 -0.1930  0.11
C: -1.3348 0.8366 0.9855  -0.67
H: -1.7685 1.9394 -1.4247  0.18
H: -0.9892 0.0274 1.6167  0.24
H: 0.6487 -0.9521 1.4720  0.19
H: -0.0867 1.5752 -2.1815  0.19
H: 0.9227 -2.2116 -1.2094  0.06
H: 1.5636 0.5536 -0.9904  0.19
H: -2.3329 0.5761 0.6377  0.21
H: 2.2007 -1.2745 0.5648  0.19
H: 1.5541 1.2986 0.6372  0.19
H: -1.3082 1.8305 1.4410  0.20
H: -0.5542 -1.4375 -0.7451  0.08

calculated total energy	-8446.48569	eV
total charge	-1
2S+1	1

***

[2]
ORCA calculation (the ωB97M-V functional and the def2-TZVPD basis) on a gas-phase ion, C6H11O (charge +1) in a non-equilibrium geometry.

Last column: natural (NBO) charge in e.
Element x y z (Å)
O: 0.2934 0.5526 0.5875  -0.30
C: 1.1942 0.0376 -0.5068  0.11
C: 0.0638 -0.8373 0.3888  0.09
C: -1.3780 -0.9671 -0.0386  -0.49
C: -1.9404 0.3720 -0.4173  -0.43
C: 2.5988 -0.0888 0.0047  -0.64
C: -0.9175 1.2701 0.3940  -0.06
H: 1.0078 0.1768 -1.5670  0.25
H: 0.4174 -1.6038 1.1363  0.26
H: 2.8686 0.8733 -0.0740  0.23
H: 2.5904 -0.4827 1.1025  0.24
H: -1.9726 -1.5721 0.6613  0.27
H: -1.1829 1.3576 1.3937  0.21
H: -2.9054 0.6830 -0.0560  0.26
H: -1.3154 -1.6890 -0.9547  0.26
H: -0.6346 2.2240 0.0939  0.23
H: 3.0283 -0.8763 -0.6830  0.26
H: -1.8159 0.5700 -1.4651  0.23

calculated total energy	-8437.41570	eV
total charge	+1
2S+1	1

***

[3]
ORCA calculation (the ωB97M-V functional and the def2-TZVPD basis) on 2 unconnected molecules or ions with the total composition C6H11O2P in a non-equilibrium geometry.

Last column: natural (NBO) charge in e.
Element x y z (Å)
P: 1.9136 1.2277 -0.2112  1.35
O: 1.0081 2.1291 -0.9376  -1.03
O: 0.1670 -0.6189 0.4619  -0.51
C: -2.4740 1.9422 0.0183  -0.65
C: 0.7116 -2.8609 1.0653  -0.49
C: -1.2564 1.1682 -0.2409  -0.23
C: 2.4618 -0.1099 -1.4062  -1.09
C: 0.0796 -1.6868 1.2247  0.16
C: -0.8929 0.2454 0.6320  0.08
H: -0.7357 1.3475 -1.1721  0.26
H: -1.4621 -0.0076 1.5326  0.17
H: -2.3055 2.9966 -0.4773  0.22
H: 0.5962 -3.7976 1.6139  0.22
H: 1.4082 -2.9720 0.3494  0.19
H: -3.4623 1.5144 -0.4587  0.22
H: 2.8841 0.2976 -2.3308  0.26
H: -2.6419 2.2806 1.0566  0.22
H: -0.5733 -1.5436 2.1059  0.16
H: 1.6560 -0.6025 -1.9389  0.26
H: 2.9179 -0.9496 -0.8868  0.23

calculated total energy	-19780.81274	eV
total charge	0
2S+1	1

***

Number 1: HOMO-LUMO gap 5.943 eV, LUMO energy 3.8 eV. Number 2: HOMO-LUMO gap 12.475 eV, LUMO energy -2.7 eV. Number 3: HOMO-LUMO gap 8.675 eV, LUMO energy 0.0 eV.